Entry 1:
DFT (ωB97M-V with the def2-TZVPD basis set) results for a molecular structure, C36H27Br2Cl2N4O6Ti.

Each line ends with the Löwdin charge.
Cartesian coordinates (Å):
1 Ti 1.0851 0.1490 -0.1506  1.064
2 C 3.3472 0.2480 5.2730  -0.092
3 O 2.3962 1.2713 5.4982  -0.085
4 C 1.8316 1.8404 4.3939  -0.276
5 C 0.8568 2.8132 4.6393  -0.025
6 C 0.2279 3.4016 3.5647  -0.039
7 C 0.5516 3.0920 2.2391  -0.104
8 C -0.1355 3.7841 1.1213  -0.386
9 C -1.6133 4.0765 1.2887  -0.007
10 O 0.4374 4.1238 0.1034  0.060
11 C 1.5330 2.1080 2.0006  -0.313
12 O 1.8445 1.6983 0.7949  -0.186
13 C 2.1613 1.4920 3.1006  0.062
14 H 3.6676 -0.0873 6.2569  0.089
15 H 4.2110 0.6260 4.7186  0.096
16 H 2.9090 -0.5910 4.7268  0.033
17 H 0.6049 3.0690 5.6595  0.106
18 H -0.5371 4.1433 3.7607  0.102
19 H -1.7778 4.7889 2.0998  0.072
20 H -2.1490 3.1618 1.5470  0.083
21 H -1.9993 4.4925 0.3604  0.077
22 H 2.8727 0.7113 2.8725  0.114
23 C -1.8592 3.3428 -3.4484  -0.026
24 C -2.6828 2.4500 -2.5621  -0.323
25 C -4.0640 2.2587 -2.8077  -0.024
26 C -4.7903 1.4712 -1.9658  -0.042
27 C -4.1639 0.8679 -0.8517  -0.200
28 C -4.8320 0.0863 0.1190  -0.636
29 Br -6.6963 -0.2755 -0.0463  0.717
30 C -4.1614 -0.4084 1.1990  -0.186
31 C -2.7881 -0.1787 1.3427  -0.599
32 Br -1.8944 -0.9056 2.8395  0.807
33 C -2.0290 0.5322 0.4120  -0.416
34 O -0.7642 0.6891 0.5271  -0.171
35 C -2.7730 1.0932 -0.7026  -0.135
36 N -2.0726 1.8688 -1.5625  0.192
37 H -2.4466 4.1880 -3.8109  0.075
38 H -1.4925 2.7957 -4.3208  0.069
39 H -0.9982 3.7095 -2.8909  0.077
40 H -4.5348 2.7500 -3.6507  0.106
41 H -5.8495 1.3183 -2.1254  0.071
42 H -4.6803 -0.9905 1.9480  0.090
43 Cl 5.8449 -4.9503 1.9881  0.592
44 C 4.5487 -3.7950 1.7252  -0.693
45 C 3.6203 -3.6035 2.7475  -0.178
46 C 2.5963 -2.6927 2.5164  -0.577
47 Cl 1.3995 -2.4594 3.7617  0.688
48 C 2.4685 -1.9661 1.3316  -0.353
49 O 1.4596 -1.1436 1.1475  -0.211
50 C 3.4555 -2.1636 0.3042  -0.162
51 C 3.4047 -1.4452 -0.8931  -0.207
52 O 2.5406 -0.4874 -1.1290  -0.225
53 C 4.4854 -3.1170 0.5404  -0.092
54 H 3.6857 -4.1442 3.6788  0.084
55 H 4.1231 -1.6577 -1.6835  0.100
56 H 5.2310 -3.2890 -0.2256  0.102
57 N -0.2369 -0.1561 -3.4062  0.147
58 C -0.8139 -1.0378 -2.5045  -0.276
59 C -1.9530 -1.7291 -2.9460  -0.012
60 C -2.5285 -2.6658 -2.1222  -0.058
61 C -1.9652 -2.9039 -0.8728  -0.046
62 C -0.8659 -2.1622 -0.5078  -0.101
63 N -0.2925 -1.2381 -1.3005  0.085
64 C 0.6114 0.9376 -3.2702  -0.299
65 C 1.0321 1.5470 -4.4593  -0.035
66 C 1.7985 2.6872 -4.3843  -0.073
67 C 2.1320 3.1955 -3.1359  -0.049
68 C 1.7052 2.5102 -2.0168  -0.096
69 N 0.9624 1.3946 -2.0779  0.080
70 H -0.6038 -0.2537 -4.3368  0.129
71 H -2.3779 -1.4966 -3.9144  0.111
72 H -3.4179 -3.1947 -2.4406  0.109
73 H -2.3846 -3.6199 -0.1812  0.111
74 H -0.4121 -2.2670 0.4701  0.101
75 H 0.7507 1.1191 -5.4137  0.109
76 H 2.1310 3.1768 -5.2914  0.105
77 H 2.7206 4.0943 -3.0237  0.105
78 H 1.9396 2.8439 -1.0145  0.092

Output
* DFT total energy: -8976.6760 Ha
* HOMO level (alpha / beta): -2.4 / -2.4 eV
* HOMO-LUMO gap (alpha / beta): 4.43 / 4.43 eV
* net charge: -1
* energy relative to the best compared isomer or geometry (same formula, charge and spin): 0.00 kcal per mole

***

Entry 2:
DFT (ωB97M-V with the def2-TZVPD basis set) results for a molecular structure, ClH2NO2Si at a distorted geometry.

Each line ends with the Löwdin charge.
Cartesian coordinates (Å):
1 N 0.9677 1.7017 0.0852  -0.565
2 O 1.3732 2.0601 -1.0536  -0.054
3 O 1.0968 2.4029 1.0477  0.042
4 Si 0.2390 0.0302 -0.0683  0.838
5 Cl 2.7570 -0.8792 0.2079  -0.140
6 H 0.0385 -0.2649 1.2663  -0.076
7 H -0.4822 -0.1008 -1.2774  -0.045

Output
* DFT total energy: -955.9823 Ha
* HOMO level: -10.7 eV
* HOMO-LUMO gap: 8.72 eV
* net charge: 0
* energy relative to the best compared isomer or geometry (same formula, charge and spin): 61.31 kcal per mole

***

Entry 3:
DFT (ωB97M-V with the def2-TZVPD basis set) results for 2 unconnected molecules or ions with the total composition C3H11NO2Si at a distorted geometry.

Each line ends with the Löwdin charge.
Cartesian coordinates (Å):
1 C -1.6432 -1.6237 -0.0724  -0.158
2 C -0.7997 0.9022 1.4885  -0.184
3 C -0.8891 0.9968 -1.4629  -0.184
4 N 3.6117 -0.0788 0.1271  0.039
5 O 2.7095 -0.3738 0.9892  -0.017
6 O 0.9958 -0.8329 -0.1601  -0.247
7 Si -0.4294 -0.1240 -0.0648  0.279
8 H -1.6123 -1.9718 0.9713  0.026
9 H -2.6125 -1.2759 -0.4450  0.025
10 H -1.4570 -2.4818 -0.6555  -0.003
11 H -0.7091 0.2155 2.3335  0.012
12 H 0.0215 1.5308 1.8547  0.013
13 H -1.7717 1.5339 1.5472  0.067
14 H -0.2118 1.7925 -1.5700  0.000
15 H -0.7038 0.4840 -2.4624  0.060
16 H -1.7990 1.4380 -1.5728  -0.011
17 H 3.3524 0.7607 -0.4607  0.158
18 H 3.9477 -0.8917 -0.3847  0.126

Output
* DFT total energy: -615.4736 Ha
* HOMO level (alpha / beta): -9.0 / -9.0 eV
* HOMO-LUMO gap (alpha / beta): 6.61 / 6.60 eV
* net charge: 0
* energy relative to the best compared isomer or geometry (same formula, charge and spin): 172.70 kcal per mole

***

Entry 4:
DFT (ωB97M-V with the def2-TZVPD basis set) results for a molecular structure, C6H16Cl2O2Ti at a distorted geometry.

Each line ends with the Löwdin charge.
Cartesian coordinates (Å):
1 Ti 0.6855 2.6314 2.1011  -0.112
2 Cl 0.3771 2.0230 -0.1374  -0.125
3 Cl 0.9872 4.2915 3.7319  -0.357
4 C 1.9408 -1.8280 -0.3132  -0.073
5 C 2.0898 -1.3728 1.1271  -0.479
6 C 3.2046 -0.2882 1.3540  -0.077
7 O 0.8749 -0.8338 1.6723  -0.120
8 H 2.8935 -2.0911 -0.7868  0.073
9 H 1.5611 -0.9522 -0.8399  0.068
10 H 1.2982 -2.7542 -0.4079  0.096
11 H 2.4148 -2.2328 1.7322  0.121
12 H 3.0447 0.6742 0.8534  0.043
13 H 4.2145 -0.6648 1.0967  0.071
14 H 3.2916 0.0599 2.3722  0.055
15 H 0.2605 -0.8292 0.9076  0.031
16 C -1.9763 -0.8207 -0.7938  -0.086
17 C -2.5837 0.1897 -1.6916  -0.500
18 C -3.2791 1.3594 -0.9310  -0.056
19 O -1.5720 0.6529 -2.6132  -0.119
20 H -2.7145 -1.3319 -0.2405  0.064
21 H -1.3777 -0.2825 0.0028  0.055
22 H -1.3182 -1.4250 -1.4196  0.085
23 H -3.2251 -0.3556 -2.3604  0.120
24 H -4.2047 1.0298 -0.4334  0.073
25 H -3.4580 2.1763 -1.6427  0.072
26 H -2.5983 1.8163 -0.1860  0.050
27 H -0.8314 1.1585 -2.1538  0.027

Output
* DFT total energy: -2158.6055 Ha
* HOMO level (alpha / beta): -2.0 / -6.5 eV
* expectation value of S²: 3.753
* HOMO-LUMO gap (alpha / beta): 5.22 / 9.61 eV
* net charge: -1
* spin multiplicity: 4

***

Entry 5:
DFT (ωB97M-V with the def2-TZVPD basis set) results for a molecular structure, C34H44Cl3N5OSSn.

Each line ends with the Löwdin charge.
Cartesian coordinates (Å):
1 Sn -0.3893 -1.1830 -0.2237  0.980
2 Cl 3.4748 0.0263 6.9617  0.678
3 C 4.0829 0.4491 5.3938  -0.663
4 C 5.2527 -0.1368 4.9378  -0.090
5 C 5.7411 0.2309 3.6994  -0.016
6 C 5.0865 1.1627 2.8987  -0.189
7 C 5.7238 1.5622 1.5915  -0.302
8 C 5.6272 0.4790 0.5085  -0.051
9 N 4.3425 0.4866 -0.1625  -0.074
10 C 4.0110 1.3107 -1.2106  -0.064
11 C 2.7106 1.0398 -1.5061  -0.135
12 N 2.2318 0.0656 -0.6612  -0.010
13 C 3.2319 -0.2316 0.1358  -0.177
14 O 7.0931 1.8378 1.8465  -0.117
15 C 7.5328 3.0904 1.3370  -0.148
16 C 6.7234 4.2410 1.8693  -0.338
17 C 6.5865 4.5314 3.1941  -0.970
18 Cl 7.3213 3.7055 4.5018  0.696
19 S 5.5401 5.8628 3.4774  1.000
20 C 5.2755 6.0592 1.7976  -0.410
21 C 5.9549 5.1368 1.0688  -0.151
22 C 3.9073 1.7200 3.3785  -0.567
23 Cl 3.0307 2.8936 2.4497  0.753
24 C 3.4013 1.3749 4.6255  -0.126
25 H 5.7781 -0.8532 5.5536  0.109
26 H 6.6786 -0.1838 3.3496  0.130
27 H 5.2184 2.4516 1.2133  0.102
28 H 5.8077 -0.5071 0.9355  0.136
29 H 6.4037 0.6750 -0.2311  0.137
30 H 4.7265 1.9881 -1.6461  0.118
31 H 2.0977 1.4679 -2.2757  0.083
32 H 3.1986 -0.9566 0.9350  0.129
33 H 7.4946 3.1023 0.2410  0.129
34 H 8.5748 3.1718 1.6445  0.133
35 H 4.6253 6.8425 1.4429  0.070
36 H 5.9138 5.0812 -0.0109  0.115
37 H 2.4980 1.8411 4.9934  0.098
38 C -0.4694 2.2852 -2.0205  -0.092
39 C -1.9626 2.1631 -2.3010  -0.383
40 C -2.2524 1.0538 -3.3169  -0.072
41 C -2.8250 2.0353 -1.0569  -0.157
42 C -3.6522 3.1144 -0.7702  -0.065
43 C -4.5991 3.0732 0.2393  -0.112
44 C -4.7673 1.8758 0.9126  -0.074
45 C -3.9572 0.7693 0.6796  -0.179
46 C -4.4149 -0.5293 1.3252  -0.379
47 C -3.4008 -1.3139 2.1465  -0.088
48 C -5.0453 -1.4293 0.2535  -0.064
49 C -2.8748 0.8584 -0.2485  -0.345
50 N -1.9719 -0.1563 -0.3690  -0.288
51 H 0.0523 2.6773 -2.8989  0.076
52 H -0.0585 1.3090 -1.7801  0.006
53 H -0.2794 2.9525 -1.1767  0.083
54 H -2.2706 3.1028 -2.7690  0.117
55 H -1.9772 0.0825 -2.9079  0.045
56 H -1.6940 1.2173 -4.2428  0.074
57 H -3.3169 1.0327 -3.5559  0.081
58 H -3.5672 4.0066 -1.3828  0.103
59 H -5.2189 3.9321 0.4622  0.089
60 H -5.5672 1.7844 1.6413  0.103
61 H -5.2053 -0.2397 2.0246  0.118
62 H -2.6833 -1.8226 1.5077  0.019
63 H -3.9202 -2.0624 2.7523  0.079
64 H -2.8518 -0.6544 2.8186  0.056
65 H -4.2935 -1.6808 -0.4979  0.071
66 H -5.8680 -0.9148 -0.2442  0.079
67 H -5.4237 -2.3575 0.6906  0.073
68 C -0.8295 -2.0205 4.9346  -0.066
69 C -0.0008 -0.7415 4.9191  -0.220
70 N -0.5463 0.3339 4.0965  -0.081
71 C -1.5043 1.2171 4.7551  -0.214
72 C -0.8411 2.3912 5.4683  -0.066
73 C -0.2724 0.4285 2.7691  -0.443
74 C -0.7912 1.6322 2.0337  -0.011
75 N 0.4175 -0.4347 2.0916  0.007
76 H -0.3602 -2.7638 5.5807  0.078
77 H -0.9182 -2.4380 3.9337  0.067
78 H -1.8364 -1.8288 5.3065  0.074
79 H 1.0130 -0.9606 4.5833  0.105
80 H 0.0928 -0.3500 5.9324  0.111
81 H -2.0600 0.6186 5.4797  0.120
82 H -2.2260 1.5778 4.0260  0.110
83 H -0.0834 2.0436 6.1743  0.067
84 H -1.5885 2.9605 6.0226  0.078
85 H -0.3605 3.0618 4.7539  0.066
86 H -1.8777 1.5987 1.9251  0.076
87 H -0.3646 1.6269 1.0337  0.060
88 H -0.5152 2.5549 2.5432  0.080
89 H 0.6814 -1.2551 2.6286  0.027

Output
* DFT total energy: -3664.0424 Ha
* HOMO level: -6.2 eV
* HOMO-LUMO gap: 6.54 eV
* net charge: 0

***

Entry 6:
DFT (ωB97M-V with the def2-TZVPD basis set) results for C3H11N3 in the gas phase at a distorted geometry.

Each line ends with the Löwdin charge.
Cartesian coordinates (Å):
1 N 1.7457 -1.7666 -0.3551  0.007
2 C 0.3191 -1.7907 -0.6263  -0.326
3 C -0.6503 -0.6351 -0.6236  -0.328
4 N -0.8779 0.1175 0.5384  -0.089
5 C -0.0399 1.3650 0.8602  -0.282
6 N -0.7642 2.6338 0.6604  -0.045
7 H 1.9395 -1.1590 0.3368  -0.006
8 H 2.2566 -1.3371 -1.1814  0.098
9 H -0.1705 -2.6690 -0.0466  0.120
10 H 0.1394 -2.3083 -1.6223  0.114
11 H -0.3783 0.0187 -1.4980  0.118
12 H -1.6508 -1.0305 -1.0048  0.126
13 H -1.4863 -0.3095 1.2154  0.100
14 H 0.9264 1.3367 0.2616  0.108
15 H 0.1377 1.1683 2.0158  0.134
16 H -0.8531 2.9588 -0.3115  0.061
17 H -0.5931 3.4070 1.3809  0.090

Output
* DFT total energy: -285.0971 Ha
* HOMO level: -8.3 eV
* HOMO-LUMO gap: 9.25 eV
* net charge: 0
* energy relative to the best compared isomer or geometry (same formula, charge and spin): 50.63 kcal per mole
* structure (SMILES): NCCNCN

***

Entry 7:
DFT (ωB97M-V with the def2-TZVPD basis set) results for C19H24N2O2 in the gas phase at a distorted geometry.

Each line ends with the Löwdin charge.
Cartesian coordinates (Å):
1 C 1.0142 -4.3009 -2.7786  -0.043
2 C 0.2349 -3.5953 -1.6826  -0.137
3 C -0.2327 -4.1413 -0.4833  -0.188
4 C -0.5051 -5.5972 -0.3328  -0.043
5 C -0.6052 -3.0406 0.4180  -0.225
6 C 0.1924 -3.2018 1.6960  0.001
7 N -0.2792 -1.7746 -0.3627  0.101
8 C 0.3412 -2.1750 -1.5058  -0.213
9 C 0.7713 -1.2754 -2.4272  0.079
10 C 0.7168 0.1315 -2.1338  -0.280
11 N 1.0337 1.0075 -2.9789  0.129
12 C 0.7979 2.1904 -2.3087  -0.156
13 C 0.9678 3.3908 -3.1152  -0.445
14 O 1.2849 4.3814 -2.4627  0.083
15 O 0.5409 3.3672 -4.4126  0.114
16 C 0.1140 2.0381 -1.0284  -0.092
17 C -0.4922 3.1622 -0.2224  -0.051
18 C -0.0461 0.5596 -0.9102  -0.026
19 C -0.5606 -0.4016 -0.0649  -0.057
20 C -1.4509 0.0860 1.0870  -0.024
21 C -0.9213 -0.1372 2.6283  -0.401
22 C -0.6637 1.1824 3.3236  -0.090
23 C -1.8034 -1.0824 3.4322  -0.085
24 H 1.9240 -3.7745 -3.0263  0.063
25 H 0.4218 -4.3809 -3.7078  0.089
26 H 1.5452 -5.3164 -2.5038  0.120
27 H 0.2101 -6.1262 0.3495  0.096
28 H -0.3124 -6.0803 -1.2894  0.065
29 H -1.5555 -5.8829 -0.0974  0.097
30 H -1.6071 -3.0730 0.7397  0.139
31 H 0.1489 -4.3029 2.0740  0.133
32 H -0.2184 -2.6296 2.4132  -0.005
33 H 1.1959 -3.1210 1.5065  0.072
34 H 1.1292 -1.6228 -3.3463  0.098
35 H 0.1183 2.5026 -4.5122  0.104
36 H -0.2765 4.1644 -0.5599  0.066
37 H -1.5705 3.1869 -0.3710  0.085
38 H -0.0840 3.0826 0.7756  0.065
39 H -1.5852 1.1479 0.9644  0.083
40 H -2.3746 -0.4072 0.9754  0.096
41 H 0.0354 -0.4991 2.5539  0.080
42 H 0.1203 1.6908 2.7760  0.065
43 H -1.6054 1.8015 3.2622  0.097
44 H -0.4275 1.0710 4.4417  0.108
45 H -2.4509 -0.5031 4.1593  0.101
46 H -1.1809 -1.7402 4.0742  0.084
47 H -2.3803 -1.7272 2.8170  0.050

Output
* DFT total energy: -998.3041 Ha
* HOMO level: -7.4 eV
* HOMO-LUMO gap: 7.53 eV
* net charge: 0
* energy relative to the best compared isomer or geometry (same formula, charge and spin): 81.76 kcal per mole
* structure (SMILES): CC1=C(C)[C@@H](C)n2c1cc1nc(C(=O)O)c(C)c-1c2CC(C)C

***

Entry 8:
DFT (ωB97M-V with the def2-TZVPD basis set) results for 2 unconnected molecules or ions with the total composition C3H10N2 at a distorted geometry.

Each line ends with the Löwdin charge.
Cartesian coordinates (Å):
1 C 0.5671 -2.0957 -1.1603  -0.073
2 C 0.5447 -1.2568 -2.1991  -0.081
3 H 0.3601 -1.6743 -0.1850  0.012
4 H 0.6838 -3.1568 -1.3372  0.041
5 H 0.3682 -0.2143 -1.9521  0.030
6 H 0.3463 -1.5744 -3.2124  0.041
7 N 0.3688 0.1162 1.5349  -0.009
8 C -0.6546 0.8722 0.8616  -0.396
9 N -0.3215 2.2782 0.6377  -0.002
10 H 0.2055 -0.0827 2.5066  0.059
11 H 1.3450 0.3039 1.3803  0.071
12 H -1.5417 0.7805 1.5057  0.104
13 H -1.0116 0.3270 -0.0177  0.087
14 H -1.0918 2.6561 0.1051  0.057
15 H -0.1683 2.7210 1.5318  0.060

Output
* DFT total energy: -229.7512 Ha
* HOMO level: -9.0 eV
* HOMO-LUMO gap: 10.12 eV
* net charge: 0
* energy relative to the best compared isomer or geometry (same formula, charge and spin): 36.40 kcal per mole
* structure (SMILES): C=C.NCN